# 1
# C23H28AuN5OSSi

A structure of composition C23H28AuN5OSSi (ωB97M-V with the def2-TZVPD basis set, the Open Molecules 2025 dataset).

Output
- ΔE to the lowest compared entry with this formula, charge and spin: 17.9 kcal/mol
- DFT total energy: -2065.05420 Ha
- Net charge: +2
- HOMO (alpha / beta): -0.4958 / -0.5173 hartree
- 2S+1: 3

Last column: Löwdin charge in e.
Positions of all 60 atoms, in Å:
Au 10.8638 11.7661 10.1716  0.88
C 9.6224 14.3825 6.5804  0.02
C 9.8652 13.2421 7.5901  -0.17
N 10.9667 13.0257 8.2367  -0.03
N 12.1575 13.6337 7.9023  0.01
C 13.3202 13.2140 8.5108  -0.73
N 14.4418 13.5951 7.9286  0.14
S 13.2455 12.2484 9.9338  0.74
C 8.7313 12.2605 8.0171  -0.18
C 7.7227 11.9493 7.1118  0.02
C 6.8118 10.9750 7.4923  -0.01
C 6.8030 10.5560 8.7959  -0.01
C 7.8728 10.8705 9.6315  -0.10
N 8.8068 11.7057 9.2475  0.01
H 9.7985 14.0435 5.5795  0.10
H 10.1331 15.2997 6.7890  0.08
H 8.5727 14.5747 6.7367  0.09
H 12.1556 14.2616 7.0852  0.17
H 14.6998 14.2048 7.1354  0.16
H 15.2647 13.1643 8.3311  0.12
H 7.5897 12.4069 6.1584  0.12
H 6.1229 10.6101 6.7603  0.13
H 6.0136 9.9173 9.1947  0.13
H 7.9932 10.4256 10.5918  0.12
C 9.8153 13.3392 12.5736  -0.17
Si 11.0742 11.9791 13.2033  0.46
C 12.9127 12.4107 13.1946  -0.20
C 10.4265 11.5717 14.8985  -0.17
N 11.0181 10.6667 11.9925  -0.10
C 11.2476 9.3320 12.0213  -0.22
C 11.7110 8.6357 13.1848  0.00
C 11.8296 7.2540 13.2318  -0.04
C 11.6270 6.4419 12.0858  0.00
C 11.2299 7.0912 10.9074  0.01
C 11.0572 8.4589 10.8482  -0.19
O 10.5640 9.0759 9.7674  -0.05
C 10.3370 8.4164 8.5783  -0.30
C 11.0233 8.8755 7.4579  0.00
C 10.8349 8.2180 6.2235  -0.03
C 9.7494 7.3443 6.1483  -0.09
C 9.0229 6.9322 7.2120  -0.05
C 9.2970 7.4946 8.4709  -0.02
H 10.2622 14.2873 12.9603  0.06
H 8.7802 13.2384 12.8738  0.04
H 9.8044 13.5142 11.5215  -0.04
H 13.1357 13.1118 14.0510  0.06
H 13.1391 13.0908 12.3348  -0.03
H 13.6328 11.5841 13.1978  0.04
H 10.1411 12.5390 15.2708  0.03
H 11.1255 11.2783 15.6702  0.04
H 9.6373 10.8344 15.0341  0.05
H 11.9347 9.1746 14.0694  0.10
H 12.0828 6.8442 14.2087  0.12
H 11.6607 5.3957 12.2688  0.11
H 10.9445 6.4503 9.9628  0.16
H 11.9598 9.4495 7.5982  0.12
H 11.4136 8.5080 5.3518  0.11
H 9.4797 6.9218 5.2253  0.10
H 8.2745 6.1395 7.1623  0.13
H 8.7658 7.2437 9.3874  0.13



# 2
# C23H28B2CaF4N9O4Se

A structure of composition C23H28B2CaF4N9O4Se (ωB97M-V with the def2-TZVPD basis set, the Open Molecules 2025 dataset).

Output
- ΔE to the lowest compared entry with this formula, charge and spin: 0.0 kcal/mol
- DFT total energy: -5215.35475 Ha
- Net charge: +1
- HOMO: -0.4032 hartree

Last column: Löwdin charge in e.
Positions of all 72 atoms, in Å:
Ca -0.6203 -0.1417 1.4758  1.55
C -3.7928 1.5806 -1.5014  0.03
C -2.5245 1.3934 -0.7420  -0.22
N -1.7790 0.3530 -0.7032  0.00
O -2.2149 -0.7573 -1.4841  -0.38
B -1.6313 -2.2179 -0.6669  -1.08
F -2.3439 -3.1658 -1.2806  0.24
F -1.9898 -1.9286 0.6434  0.10
O -0.2419 -2.2693 -0.9373  0.02
N 0.5832 -1.6585 0.0029  0.04
C 1.8266 -1.7367 -0.2489  -0.19
C 2.4172 -2.3775 -1.4577  0.03
C 2.7458 -1.0176 0.7439  -0.34
N 2.1314 -0.6177 2.0092  0.07
O 1.1156 1.4950 1.6466  0.03
B 0.3356 2.2774 2.6445  -1.08
F 1.0358 3.0873 3.4636  0.23
F -0.3982 1.2584 3.3864  0.01
O -0.6750 3.0321 1.8522  0.09
N -1.3052 2.1340 1.0798  -0.03
C -2.0091 2.5281 0.0943  -0.24
C -2.2621 3.9503 -0.2796  0.02
C 4.0847 -1.7081 0.9166  0.02
H -4.2095 0.6321 -1.8261  0.09
H -3.6204 2.2002 -2.3842  0.09
H -4.5049 2.1077 -0.8661  0.11
H 1.6579 -2.8704 -2.0547  0.09
H 3.1818 -3.0984 -1.1725  0.09
H 2.9071 -1.6095 -2.0623  0.11
H -1.5453 4.5873 0.2317  0.09
H -3.2664 4.2570 0.0200  0.10
H -2.1749 4.0944 -1.3570  0.09
H 3.9459 -2.7302 1.2731  0.10
H 4.6732 -1.1580 1.6495  0.10
H 4.6406 -1.7413 -0.0200  0.09
N 1.4293 -2.1334 4.9917  0.05
C 0.2542 -2.2578 4.3688  -0.12
N 0.3511 -1.7438 3.1621  0.06
C 1.6460 -1.3014 3.1062  -0.38
N 2.3315 -1.5262 4.2054  0.17
C 2.3255 0.8115 1.7454  -0.40
C 3.3446 1.5303 2.5928  -0.02
N 4.3812 2.0702 2.1038  0.11
C 4.6362 1.9440 0.7254  -0.10
C 3.9777 1.0831 -0.0527  -0.08
N 2.8336 0.4398 0.4285  0.08
H 1.6833 -2.4214 5.9232  0.17
H -0.6140 -2.7147 4.8136  0.14
H 3.1826 1.5562 3.6668  0.13
H 5.4489 2.5422 0.3436  0.10
H 4.2514 0.8982 -1.0828  0.12
C -5.3485 2.7948 -6.2547  -0.03
C -4.3806 1.9241 -5.5068  -0.24
C -3.1232 2.3986 -5.1516  -0.01
C -2.2131 1.6177 -4.4533  -0.31
C -0.8791 2.2070 -4.0767  -0.06
C -2.5895 0.3041 -4.1288  -0.44
Se -1.3702 -0.7917 -3.2053  1.33
C -3.8550 -0.2141 -4.4868  -0.28
C -4.2941 -1.6025 -4.1195  -0.05
C -4.7298 0.6212 -5.1626  0.00
H -4.9303 3.7794 -6.4530  0.08
H -6.2718 2.9221 -5.6879  0.09
H -5.6155 2.3390 -7.2089  0.09
H -2.8456 3.4095 -5.4257  0.12
H -0.8601 3.2679 -4.3186  0.08
H -0.0577 1.7298 -4.6120  0.09
H -0.6687 2.0888 -3.0125  0.06
H -3.4971 -2.3268 -4.2656  0.07
H -5.1528 -1.9006 -4.7177  0.09
H -4.5825 -1.6629 -3.0673  0.09
H -5.7078 0.2435 -5.4376  0.13



# 3
# C23H28BF8NO24S

A cluster of 8 separate species, C23H28BF8NO24S in total (ωB97M-V with the def2-TZVPD basis set, the Open Molecules 2025 dataset).

Output
- DFT total energy: -3975.75388 Ha
- Net charge: 0
- HOMO: -0.3931 hartree

Last column: Löwdin charge in e.
Positions of all 86 atoms, in Å:
C 1.4013 0.7680 2.1990  -0.12
C 0.5693 1.8650 1.3115  -0.17
B -0.9592 2.1737 1.8309  -0.49
O -1.1330 3.1469 2.9477  0.05
N -2.2133 1.5377 1.1822  0.01
S -2.0947 -0.1611 1.6995  0.89
O -3.4110 -0.9519 1.5082  -0.33
O -1.6853 -0.1639 3.2002  -0.32
F -0.9064 -0.8780 0.6573  -0.22
H 0.8175 -0.2106 2.4637  0.06
H 2.3736 0.4339 1.5951  0.09
H 1.7741 1.2897 3.2038  0.08
H 0.4837 1.4993 0.1893  0.10
H 1.1995 2.8577 1.2944  0.12
H -1.9804 2.9484 3.4672  0.08
H -3.0850 1.9798 1.5756  0.12
C -1.6772 0.6505 -2.4126  -0.07
C -1.8100 0.3848 -3.8732  -0.33
O -0.8439 1.2328 -4.4516  0.13
C 0.1299 1.3572 -3.5066  -0.51
O 1.2506 1.7835 -3.7307  0.13
O -0.3000 0.9385 -2.2773  0.07
F -3.0289 0.7590 -4.3227  0.09
H -2.2629 1.5159 -2.0845  0.15
H -1.9585 -0.2140 -1.8053  0.14
H -1.6087 -0.6527 -4.1608  0.16
C -2.1794 6.0489 -0.6743  -0.07
C -1.0178 6.8052 -1.2223  -0.33
O 0.0961 6.1592 -0.6490  0.16
C -0.3018 4.8703 -0.4565  -0.46
O 0.4610 3.9440 -0.2374  0.12
O -1.6606 4.7403 -0.5468  0.07
F -1.0326 8.0878 -0.7952  0.08
H -2.4949 6.4116 0.3098  0.15
H -3.0411 6.0652 -1.3470  0.15
H -0.9384 6.7766 -2.3142  0.18
C 5.0747 -0.2094 -3.6495  -0.07
C 3.7912 -0.9533 -3.5048  -0.33
O 3.8612 -1.4805 -2.1994  0.15
C 4.6304 -0.5984 -1.5016  -0.50
O 4.6946 -0.5603 -0.2841  0.14
O 5.3161 0.2445 -2.3328  0.08
F 3.7301 -1.9839 -4.3776  0.07
H 5.9025 -0.8511 -3.9695  0.15
H 4.9927 0.6303 -4.3448  0.15
H 2.8969 -0.3286 -3.6022  0.16
C -3.6933 2.2357 7.5151  -0.07
C -3.2616 0.9340 6.9312  -0.32
O -3.8244 0.9497 5.6390  0.15
C -3.8891 2.2670 5.2964  -0.49
O -4.0606 2.6705 4.1581  0.12
O -3.7305 3.0820 6.3836  0.09
F -3.7956 -0.1023 7.6157  0.08
H -4.6904 2.1881 7.9656  0.15
H -2.9885 2.6107 8.2621  0.15
H -2.1755 0.8130 6.8583  0.15
C 1.0569 -2.5513 -7.1737  -0.06
C 0.7882 -2.0307 -5.8031  -0.32
O -0.4336 -2.6401 -5.4528  0.13
C -0.4487 -3.8208 -6.1328  -0.50
O -1.2036 -4.7455 -5.8819  0.14
O 0.4914 -3.8459 -7.1263  0.08
F 0.6058 -0.6913 -5.8232  0.09
H 0.5590 -1.9662 -7.9543  0.15
H 2.1258 -2.5984 -7.3987  0.15
H 1.5547 -2.2918 -5.0656  0.16
C -0.7589 -7.0784 -2.6440  -0.07
C 0.4027 -6.3221 -3.1920  -0.34
O 1.5167 -6.9681 -2.6188  0.14
C 1.1187 -8.2570 -2.4263  -0.50
O 1.8815 -9.1833 -2.2071  0.15
O -0.2401 -8.3870 -2.5166  0.08
F 0.3879 -5.0395 -2.7650  0.08
H -1.0744 -6.7157 -1.6600  0.15
H -1.6206 -7.0621 -3.3168  0.15
H 0.4822 -6.3507 -4.2840  0.17
C 2.4362 0.1000 5.8281  -0.07
C 1.7950 -0.7225 6.8930  -0.33
O 1.0242 0.2128 7.6126  0.14
C 0.6905 1.1715 6.7037  -0.49
O -0.1907 1.9978 6.8727  0.13
O 1.4590 1.0895 5.5749  0.06
F 2.7241 -1.2406 7.7272  0.08
H 3.3611 0.5810 6.1636  0.15
H 2.6495 -0.4801 4.9263  0.14
H 1.1470 -1.5204 6.5147  0.18



# 4
# C23H28BN2OTi

A structure of composition C23H28BN2OTi (ωB97M-V with the def2-TZVPD basis set, the Open Molecules 2025 dataset).

Output
- ΔE to the lowest compared entry with this formula, charge and spin: 6.6 kcal/mol
- DFT total energy: -1952.27721 Ha
- Net charge: -1
- HOMO (alpha / beta): -0.0507 / -0.1681 hartree
- 2S+1: 3

Last column: Löwdin charge in e.
Positions of all 56 atoms, in Å:
C 1.9708 -0.0346 2.3543  -0.17
C 2.1006 -0.8141 1.1641  -0.18
C 1.7338 -0.0017 0.0571  -0.18
H 2.5198 -1.8168 1.0946  0.11
C 1.3888 1.3025 0.5593  -0.18
C 1.5661 1.2845 1.9706  -0.18
H 1.1903 2.1855 -0.0457  0.07
C -1.1644 -1.9958 2.9542  -0.14
C 0.0537 -2.4658 2.3937  -0.15
C -0.0875 -2.4760 0.9629  -0.15
H 0.8973 -2.8299 2.9599  0.10
C -1.3850 -1.9498 0.6441  -0.31
C -2.0534 -1.6544 1.8935  -0.11
H 1.8197 -0.2760 -0.9950  0.09
H 1.4715 2.1507 2.6245  0.11
H 2.2192 -0.3600 3.3617  0.11
H -3.0841 -1.3243 1.9802  0.11
H 0.6007 -2.9046 0.2409  0.11
H -1.3943 -1.9601 4.0073  0.10
Ti -0.1777 -0.2304 1.4442  0.62
C -1.8470 -1.4333 -0.6996  -0.47
C -3.3736 -1.6017 -0.7634  -0.04
C -1.2061 -2.1648 -1.8776  -0.04
H -3.6517 -2.6178 -0.4504  0.09
H -3.7381 -1.4659 -1.7847  0.08
H -3.8970 -0.8957 -0.1143  0.08
H -1.3750 -3.2466 -1.8221  0.09
H -0.1259 -1.9902 -1.9436  0.08
H -1.6604 -1.8046 -2.8094  0.08
C -1.3125 0.0338 -0.7105  -0.11
C -2.1322 1.1267 -1.3605  -0.44
H -0.3256 0.0889 -1.1837  0.08
H -1.3265 0.5021 0.3497  0.09
O -3.1391 1.4646 -0.7427  0.07
N -1.5681 1.7262 -2.4860  0.05
C -0.3422 2.5773 -2.3166  -0.12
H -2.2894 2.1976 -3.0200  0.12
C 0.9538 1.9303 -2.7650  -0.24
C 2.1689 2.5679 -2.4653  -0.06
H 2.1481 3.5575 -2.0018  0.12
C 3.3861 1.9450 -2.7372  -0.08
H 4.3188 2.4190 -2.4276  0.10
C 3.4019 0.7190 -3.4123  -0.10
H 4.3553 0.2264 -3.6214  0.10
C 2.1983 0.1407 -3.8283  -0.09
H 2.2067 -0.7870 -4.4055  0.10
C 0.9704 0.7512 -3.5166  -0.05
H 0.0292 0.3398 -3.8930  0.11
H -0.2362 2.9085 -1.2609  0.12
H -0.4945 3.5058 -2.8981  0.13
B -0.2803 0.5151 5.7121  -0.46
C -0.6133 0.7364 4.2502  -0.22
N -0.8401 0.8483 3.0994  0.06
H -1.1885 0.9222 6.4058  0.00
H 0.7542 1.1105 5.9695  0.00
H -0.1141 -0.6823 5.9051  0.01